1.
The following is a quantum chemistry calculation of 2 unconnected molecules or ions with the total composition C3H12Si4 at a distorted geometry, from the OMol25 dataset.

LUMO energy (spin up / spin down) = -1.19 / -1.19 eV
Calculated total energy = -1279.21017 hartree
Relative energy (zero: lowest compared OMol25 entry of this formula, charge and spin) = 62.9 kcal per mole
Orbital gap (spin up / spin down) = 6.420 / 6.425 eV
HOMO (spin up / spin down) = -7.61 / -7.62 eV

The geometry in XYZ format:
```
19
Properties=species:S:1:pos:R:3:forces:R:3
C -0.272 0.176 0.220 -1.657 0.015 -1.103
C 0.988 0.008 -0.035 0.531 1.042 0.820
C -1.653 0.174 0.163 2.720 1.234 1.245
Si -2.470 -1.244 1.014 0.920 -0.593 -3.983
Si 1.584 -0.871 -1.594 -0.452 0.695 2.379
Si 3.450 0.508 1.277 -2.530 1.487 -0.869
Si -2.652 1.649 -0.458 -0.117 -0.687 -0.869
H -3.656 -0.716 1.488 -1.911 0.323 1.202
H -1.502 -1.846 1.832 0.671 -0.799 1.299
H -2.726 -2.160 -0.248 -0.148 0.348 1.400
H 2.839 -0.215 -1.896 0.646 -0.076 -0.449
H 0.608 -0.692 -2.649 -0.265 -0.289 -0.492
H 1.733 -2.173 -0.917 0.258 -0.510 -0.843
H 4.072 1.191 0.173 0.336 0.309 -0.392
H 3.705 1.220 2.562 -0.328 -0.490 -0.203
H 3.350 -0.854 1.075 0.570 -2.062 0.353
H -1.744 2.740 -0.864 0.027 -0.006 -0.095
H -3.712 2.300 0.410 0.479 -0.569 -0.077
H -3.370 1.045 -1.681 0.250 0.628 0.676
```
Forces are in eV/Å.

---

2.
The following is a quantum chemistry calculation of a molecular structure, C3H13B2Be2Cl7 at a distorted geometry, from the OMol25 dataset.

LUMO energy (spin up / spin down) = -7.97 / -8.02 eV
Calculated total energy = -3421.91976 hartree
Orbital gap (spin up / spin down) = 4.414 / 5.264 eV
HOMO (spin up / spin down) = -12.39 / -13.28 eV
Net charge = +1
2S+1 = 2

The geometry in XYZ format:
```
27
Properties=species:S:1:pos:R:3:forces:R:3
Be 1.911 -0.671 -0.038 -1.413 1.584 3.924
Be 1.027 0.017 3.859 0.378 -0.341 -1.620
B 2.963 -0.738 2.290 -1.724 0.761 0.256
H 2.100 -1.385 2.332 -3.464 -2.518 0.462
H 3.418 -0.705 3.267 2.714 -0.302 3.120
H 3.550 -1.111 1.465 3.069 -1.860 -4.010
H 2.645 0.271 2.075 -1.150 3.928 -0.800
B 0.002 0.169 1.395 0.954 -0.667 -1.904
H -0.523 0.163 0.452 -2.577 0.463 -3.071
H 0.299 -0.854 1.567 1.003 -4.511 0.688
H 0.916 0.736 1.305 3.572 2.636 -0.699
H -0.552 0.531 2.248 -2.097 1.449 3.517
C -3.645 0.681 0.846 0.530 0.644 -0.781
Cl -3.729 -0.199 2.332 -0.211 -0.552 0.406
Cl -4.479 2.235 0.982 -0.066 -0.207 -0.122
Cl -4.207 -0.244 -0.587 0.071 0.195 0.574
H -2.593 0.906 0.673 -0.291 -0.096 -0.083
C -1.733 -2.357 -2.526 -2.048 -0.393 -0.147
Cl -0.279 -1.647 -1.742 0.306 0.355 -0.345
Cl -2.622 -1.333 -3.768 1.479 -1.038 1.331
H -1.553 -3.379 -2.861 0.701 0.525 -0.734
H -2.430 -2.538 -1.708 0.022 0.713 0.048
C 1.935 2.134 -2.807 1.061 1.083 -2.402
Cl 1.725 3.757 -3.608 -0.057 -0.980 0.367
Cl 1.431 2.231 -1.179 -0.306 -1.066 1.499
H 1.416 1.379 -3.398 -0.302 0.228 0.312
H 3.007 1.950 -2.867 -0.154 -0.032 0.214
```
Forces are in eV/Å.

---

3.
The following is a quantum chemistry calculation of 2 unconnected molecules or ions with the total composition C3H13N2O at a distorted geometry, from the OMol25 dataset.

LUMO energy (spin up / spin down) = 0.67 / 0.47 eV
Calculated total energy = -306.68628 hartree
Relative energy (zero: lowest compared OMol25 entry of this formula, charge and spin) = 27.2 kcal per mole
Orbital gap (spin up / spin down) = 3.643 / 9.921 eV
HOMO (spin up / spin down) = -2.97 / -9.45 eV
2S+1 = 2

The geometry in XYZ format:
```
19
Properties=species:S:1:pos:R:3:forces:R:3
N 0.341 -2.001 -0.321 -2.027 1.340 -0.298
C 0.291 -0.682 -1.081 1.733 -1.105 -1.096
C -0.914 0.219 -0.893 1.085 1.132 0.499
N -0.686 1.190 0.207 0.682 -2.017 0.395
C -0.006 2.397 -0.182 -1.673 1.322 -2.089
H 0.386 -1.709 0.717 0.731 -1.104 -1.011
H -0.537 -2.544 -0.526 0.190 0.244 0.215
H 1.057 -2.589 -0.812 0.780 -0.222 0.593
H 1.280 -0.233 -0.883 -0.710 0.465 0.608
H 0.539 -0.976 -2.120 -1.070 0.035 0.068
H -1.015 0.851 -1.784 -0.113 -0.397 -0.357
H -1.833 -0.334 -0.756 -0.102 -0.126 0.138
H -1.498 1.256 0.799 0.093 0.725 -0.150
H 1.031 2.450 -0.558 0.199 -0.979 1.468
H -0.283 3.202 0.504 0.584 -0.101 -0.052
H -0.432 2.680 -1.182 -0.343 0.385 0.552
H 1.490 -0.713 2.534 -0.172 -0.468 -0.210
H 0.367 0.035 1.842 -0.308 0.025 -0.438
O 0.692 -0.868 1.997 0.440 0.845 1.164
```
Forces are in eV/Å.

---

4.
The following is a quantum chemistry calculation of 2 unconnected molecules or ions with the total composition C3H13N2O at a distorted geometry, from the OMol25 dataset.

LUMO energy = -3.32 eV
Calculated total energy = -306.58715 hartree
Relative energy (zero: lowest compared OMol25 entry of this formula, charge and spin) = 30.5 kcal per mole
Orbital gap = 9.350 eV
HOMO = -12.67 eV
Net charge = +1

The geometry in XYZ format:
```
19
Properties=species:S:1:pos:R:3:forces:R:3
N -0.934 -0.863 -0.113 -1.639 -2.101 -0.086
C 0.528 -0.718 -0.193 1.627 0.755 -1.035
C 1.058 0.603 0.342 0.906 -0.883 1.019
N 0.504 1.720 -0.340 -1.131 0.028 0.896
C 1.102 2.270 -1.534 0.940 0.177 0.040
H -1.153 -1.671 0.500 -0.017 0.210 0.411
H -1.373 -1.206 -0.978 0.346 0.540 -0.140
H -1.538 -0.115 0.231 0.701 0.650 -0.138
H 0.897 -0.643 -1.219 -0.885 -0.556 -0.325
H 0.998 -1.607 0.218 -0.115 0.077 0.342
H 2.148 0.498 0.256 0.078 0.251 -0.501
H 1.001 0.580 1.435 -0.732 0.749 0.026
H 0.010 2.359 0.267 0.388 0.083 -0.300
H 0.731 1.831 -2.460 -0.208 0.060 -0.019
H 0.994 3.352 -1.556 -0.383 -0.063 -0.094
H 2.190 2.133 -1.531 -0.011 -0.195 0.067
H -1.930 -3.396 2.559 0.235 -0.487 0.822
H -2.931 -2.250 2.257 0.222 -0.552 0.110
O -2.302 -2.876 1.863 -0.323 1.258 -1.096
```
Forces are in eV/Å.

---

5.
The following is a quantum chemistry calculation of 2 unconnected molecules or ions with the total composition C3H13N2O at a distorted geometry, from the OMol25 dataset.

LUMO energy = -2.83 eV
Calculated total energy = -306.56245 hartree
Relative energy (zero: lowest compared OMol25 entry of this formula, charge and spin) = 46.0 kcal per mole
Orbital gap = 12.020 eV
HOMO = -14.85 eV
Net charge = +1

The geometry in XYZ format:
```
19
Properties=species:S:1:pos:R:3:forces:R:3
C 0.893 0.090 -0.384 1.456 -2.895 -0.572
C 0.672 1.536 -0.244 -1.282 4.047 0.667
C -0.333 1.942 0.887 -1.119 -3.891 0.016
N -1.353 0.719 0.811 -0.860 1.210 4.462
N -0.306 -0.689 -1.006 0.002 0.979 -0.022
H 1.699 -0.211 -1.109 -0.267 0.782 1.169
H 1.140 -0.261 0.664 -0.391 -0.395 -1.416
H 0.076 2.051 -1.075 1.854 -0.874 0.171
H 1.623 2.067 0.074 -0.810 -0.631 -1.281
H -0.929 2.805 0.689 0.196 0.792 -0.256
H -0.044 1.918 1.931 0.851 0.381 -0.127
H -2.240 1.202 0.744 -0.538 -0.192 -0.448
H -1.032 -0.088 -0.473 -0.666 0.090 -0.718
H -1.490 0.362 1.883 0.700 0.640 -3.396
H -0.258 -0.828 -2.050 -0.160 0.671 1.519
H -0.572 -1.579 -0.600 1.093 -0.750 0.203
H 0.294 -4.302 -0.312 0.298 -0.018 0.115
H 1.538 -3.331 0.014 -2.508 -0.581 -1.175
O 0.619 -3.404 -0.442 2.150 0.634 1.088
```
Forces are in eV/Å.

---

6.
The following is a quantum chemistry calculation of 2 unconnected molecules or ions with the total composition C3H13N2O at a distorted geometry, from the OMol25 dataset.

LUMO energy = -3.22 eV
Calculated total energy = -306.61860 hartree
Relative energy (zero: lowest compared OMol25 entry of this formula, charge and spin) = 10.7 kcal per mole
Orbital gap = 10.917 eV
HOMO = -14.14 eV
Net charge = +1

The geometry in XYZ format:
```
19
Properties=species:S:1:pos:R:3:forces:R:3
C 0.249 -0.026 1.116 -0.261 0.910 -0.601
C 0.598 -0.791 -0.156 -0.841 0.198 -0.118
C -0.431 -1.823 -0.659 0.196 0.384 -0.222
N -1.748 -1.246 -1.027 0.230 0.118 0.333
N -1.115 0.663 0.988 -1.373 -1.181 0.414
H 0.919 0.815 1.294 0.362 -0.334 -0.070
H 0.225 -0.638 1.990 -0.187 -0.499 0.518
H 0.815 -0.062 -0.943 0.150 -0.160 0.005
H 1.483 -1.380 0.040 0.493 0.182 0.056
H 0.044 -2.295 -1.527 -0.134 -0.225 0.216
H -0.598 -2.569 0.113 -0.012 -0.164 0.014
H -1.674 -0.793 -1.929 0.075 0.223 -0.137
H -1.746 0.094 0.318 0.847 0.488 -0.054
H -2.408 -2.000 -1.192 -0.051 0.055 0.240
H -1.038 1.642 0.734 0.045 0.008 -0.433
H -1.655 0.658 1.869 0.565 0.004 -0.190
H 1.642 3.163 -0.546 -0.031 -0.132 -0.266
H 2.919 3.036 0.196 0.250 -0.301 0.018
O 2.283 2.490 -0.285 -0.324 0.426 0.276
```
Forces are in eV/Å.

---

Which of these has the highest calculated total energy? number 5